(1)
A molecular structure, C26H18BrN7O10Zr in a non-equilibrium geometry. Source: OMol25; level of theory: the ωB97M-V functional and the def2-TZVPD basis.

Geometry (Å):
Zr1 -0.4375 0.6415 -0.0759
N1 -0.0237 2.7702 0.9133
C1 -0.2977 2.2636 2.2966
C2 0.5403 0.9681 2.4306
O1 1.6387 1.0155 2.9564
N2 -0.0544 -0.1052 1.8436
C3 0.9195 -1.1703 1.5523
C4 1.6159 -0.8083 0.2086
O2 2.1533 -1.6370 -0.4836
O3 1.5006 0.4735 -0.1172
H1 0.9561 3.0396 0.8788
H2 -0.5798 3.6017 0.7535
H3 -1.3577 2.0460 2.3917
H4 0.0264 2.9673 3.0620
H5 0.4282 -2.1345 1.4483
H6 1.6785 -1.2184 2.3341
Br1 6.9363 -2.6312 -5.7095
C5 5.0628 -2.5322 -5.9795
C6 4.4355 -3.4931 -6.7595
C7 3.0803 -3.3903 -7.0027
C8 2.3379 -2.3558 -6.4329
C9 2.9801 -1.4208 -5.6165
C10 4.3451 -1.4963 -5.4067
N3 1.0266 -2.1367 -6.8984
N4 0.1187 -1.6707 -6.2149
C11 0.1372 -1.5239 -4.8170
C12 0.1153 -2.6229 -3.9880
C13 -0.2066 -2.5067 -2.6325
C14 -0.4097 -1.2791 -2.0436
O4 -0.7913 -1.1417 -0.7693
C15 -0.2115 -0.1117 -2.8543
N5 -0.1945 1.1167 -2.2496
C16 -0.0914 2.1991 -2.9877
C17 -0.0421 2.1628 -4.3855
C18 -0.0253 0.9479 -5.0166
C19 -0.0563 -0.2368 -4.2557
H7 5.0113 -4.3052 -7.1799
H8 2.5778 -4.1207 -7.6229
H9 2.4162 -0.6046 -5.1856
H10 4.8457 -0.7582 -4.7961
H11 0.2681 -3.6059 -4.4144
H12 -0.2968 -3.3911 -2.0167
H13 -0.0611 3.1456 -2.4599
H14 -0.0155 3.0853 -4.9466
H15 0.0077 0.8791 -6.0970
O5 -2.7767 0.6195 -1.6204
C20 -2.9482 0.5783 -0.4123
O6 -2.2656 1.3099 0.4188
C21 -3.9246 -0.3740 0.2344
C22 -5.2922 -0.2324 0.0787
C23 -6.1410 -1.1097 0.7349
C24 -5.6614 -2.1584 1.4944
C25 -4.2905 -2.2907 1.6139
C26 -3.4136 -1.3920 1.0339
N6 -3.7508 -3.4190 2.3891
O7 -2.5435 -3.5461 2.4150
O8 -4.5498 -4.1491 2.9392
N7 -7.5933 -0.9114 0.6247
O9 -8.3089 -1.7180 1.1829
O10 -7.9789 0.0489 -0.0117
H16 -5.7050 0.5610 -0.5278
H17 -6.3352 -2.8465 1.9808
H18 -2.3514 -1.4940 1.2013

electronic energy	-4758.313450	Eh
energy relative to the best compared isomer or geometry (same formula, charge and spin)	62.1	kcal per mole
frontier orbital gap	0.26475	Eh
charge	0
LUMO	-1.14	eV
E_HOMO	-8.34	eV
strongest force on any atom	2.16	eV/A

=====

(2)
A molecular structure, C17H27Cl5MoN5O2. Source: OMol25; level of theory: the ωB97M-V functional and the def2-TZVPD basis.

Geometry (Å):
Mo1 -0.0579 -0.5478 -0.0370
N1 -2.0649 -0.7807 -0.9672
C1 -2.4595 0.2730 -1.9553
C2 -1.2568 1.1397 -2.2597
N2 -0.4833 1.4387 -1.0116
C3 -1.2747 2.3463 -0.1152
C4 -1.0567 2.0797 1.3538
N3 -1.1041 0.6132 1.5949
C5 0.8170 2.0560 -1.4088
C6 1.7204 2.1153 -0.2003
N4 1.6224 0.7869 0.4890
H1 -2.0451 -1.6992 -1.4072
H2 -2.7881 -0.8677 -0.2558
H3 -3.2887 0.8421 -1.5421
H4 -2.8273 -0.1883 -2.8699
H5 -1.5624 2.0694 -2.7467
H6 -0.5804 0.6202 -2.9376
H7 -2.3298 2.2014 -0.3401
H8 -1.0452 3.3868 -0.3542
H9 -1.8302 2.5903 1.9282
H10 -0.1043 2.4557 1.7162
H11 -2.0726 0.3143 1.6938
H12 -0.7037 0.4090 2.5110
H13 0.6500 3.0415 -1.8480
H14 1.2571 1.4144 -2.1717
H15 1.4375 2.9067 0.4885
H16 2.7499 2.3113 -0.4974
H17 1.7263 0.8904 1.4969
H18 2.4346 0.2193 0.2239
O1 -0.1337 -2.7183 -0.8897
C7 0.7043 -2.3374 -1.7449
O2 0.9896 -1.0959 -1.7903
C8 1.3832 -3.2939 -2.6878
N5 1.0884 -4.7259 -2.2961
C9 0.6519 -5.4807 -3.5575
C10 1.1566 -4.5985 -4.6853
C11 0.9315 -3.1840 -4.1527
H19 2.4600 -3.1397 -2.6072
H20 0.3675 -4.7524 -1.5685
H21 1.9191 -5.1641 -1.8968
H22 -0.4340 -5.5424 -3.5295
H23 1.0694 -6.4829 -3.5229
H24 0.6173 -4.7910 -5.6098
H25 2.2161 -4.7785 -4.8748
H26 -0.1285 -2.9219 -4.2048
H27 1.5010 -2.4226 -4.6793
Cl1 -1.6162 -2.3210 1.9496
C12 0.1058 -2.3714 2.3079
C13 0.9904 -1.7433 1.4283
C14 2.3393 -2.0338 1.6282
Cl2 3.5152 -1.5716 0.4196
C15 2.7973 -2.7741 2.7172
Cl3 4.4627 -3.0580 2.9391
C16 1.8739 -3.3001 3.6316
Cl4 2.4080 -4.1797 4.9790
C17 0.5039 -3.1346 3.4009
Cl5 -0.6438 -3.8589 4.4296

electronic energy	-3456.540976	Eh
energy relative to the best compared isomer or geometry (same formula, charge and spin)	0.0	kcal per mole
frontier orbital gap (spin up / spin down)	0.25018 / 0.25325	Eh
charge	+3
LUMO (spin up / spin down)	-9.92 / -9.93	eV
⟨S²⟩	2.020
E_HOMO (spin up / spin down)	-16.73 / -16.82	eV
spin multiplicity	3
strongest force on any atom	0.44	eV/A

=====

(3)
A molecular structure, C44H35CoF3N11O6S. Source: OMol25; level of theory: the ωB97M-V functional and the def2-TZVPD basis.

Geometry (Å):
Co1 0.4911 -1.5332 -1.0939
C1 2.1364 -5.5438 -2.5333
O1 0.6859 -5.5876 -2.4466
C2 0.3107 -4.3864 -2.0367
N1 1.2046 -3.5197 -1.7670
C3 2.5135 -4.1558 -1.9477
C4 3.5004 -3.3866 -2.7927
C5 4.8291 -3.7981 -2.7931
C6 5.7675 -3.1291 -3.5611
C7 5.3886 -2.0307 -4.3202
C8 4.0681 -1.6113 -4.3112
C9 3.1242 -2.2923 -3.5564
C10 -1.1033 -4.0608 -1.8081
C11 -2.1525 -4.9692 -1.7623
C12 -3.4040 -4.5066 -1.3822
C13 -3.5712 -3.1651 -1.0604
C14 -2.4674 -2.3347 -1.1645
N2 -1.2703 -2.7736 -1.5372
C15 -2.4425 -0.8944 -0.8918
N3 -1.3759 -0.2360 -1.1305
C16 -1.7054 1.1777 -0.9689
C17 -3.0872 1.1363 -0.2662
O2 -3.5056 -0.2427 -0.4416
C18 -0.6613 2.0251 -0.3071
C19 0.3632 1.5442 0.4059
C20 1.5189 2.2830 0.9180
C21 1.7569 3.5970 0.8370
C22 0.7682 4.6091 0.3570
C23 -0.8830 3.4826 -0.4969
H1 2.4178 -5.6461 -3.5802
H2 2.5382 -6.3770 -1.9635
H3 2.9534 -4.2748 -0.9562
H4 5.1354 -4.6394 -2.1803
H5 6.7985 -3.4570 -3.5602
H6 6.1191 -1.5067 -4.9221
H7 3.7652 -0.7493 -4.8927
H8 2.0957 -1.9627 -3.5525
H9 -1.9813 -6.0084 -2.0068
H10 -4.2412 -5.1884 -1.3251
H11 -4.5203 -2.7672 -0.7296
H12 -1.8377 1.5850 -1.9743
H13 -3.8322 1.7777 -0.7279
H14 -3.0330 1.3511 0.8035
H15 0.4376 0.4730 0.5090
H16 2.2831 1.6568 1.3579
H17 2.7108 3.9707 1.1912
H18 1.0777 5.6275 0.5792
H19 -1.8543 3.6807 -0.9519
C24 -0.8316 -1.0713 4.4923
N4 -0.7273 -1.6171 3.1448
C25 -0.0017 -1.1679 2.1203
N5 -0.2371 -1.9141 1.0470
C26 -1.1159 -2.8466 1.5141
N6 -1.4388 -2.6922 2.7724
C27 -2.0476 -0.1829 4.7016
C28 -3.0523 -0.5543 5.5860
C29 -4.1363 0.2847 5.8098
C30 -4.2296 1.5090 5.1718
C31 -3.2268 1.8981 4.2876
C32 -2.1471 1.0402 4.0495
C33 -3.2691 3.1858 3.6010
N7 -4.1616 4.1273 3.5784
N8 -3.7226 5.0838 2.7009
C34 -2.5762 4.6863 2.2399
O3 -2.2370 3.4877 2.7906
C35 -1.7133 5.1577 1.1660
C36 -1.9805 6.1825 0.3422
C37 -1.2578 6.4433 -0.8988
C38 -0.3513 5.6918 -1.5493
C39 0.2533 4.3781 -1.1112
C40 1.2602 3.8273 -2.1758
N9 1.1233 2.4380 -2.6014
C41 1.7131 1.3187 -2.1585
N10 1.1069 0.2553 -2.6621
C42 0.1888 0.8010 -3.5083
N11 0.1604 2.1080 -3.4897
C43 -0.6277 4.1837 0.8607
H20 0.0822 -0.5092 4.6830
H21 -0.8710 -1.9174 5.1744
H22 0.7100 -0.3641 2.1969
H23 -1.5119 -3.6572 0.9251
H24 -2.9863 -1.4988 6.1122
H25 -4.9127 -0.0188 6.4991
H26 -5.0646 2.1722 5.3539
H27 -1.3624 1.3420 3.3643
H28 -2.8078 6.8409 0.5778
H29 -1.5453 7.3662 -1.3890
H30 0.0318 6.0915 -2.4827
H31 2.2774 3.9659 -1.8096
H32 1.1462 4.4106 -3.0881
H33 2.5569 1.2889 -1.4898
H34 -0.4715 0.2230 -4.1342
H35 -0.5255 3.4769 1.6677
F1 4.3937 -3.8317 1.2016
C44 3.2993 -3.1263 1.4593
F2 2.2474 -3.8283 0.9929
F3 3.1529 -3.0191 2.7826
S1 3.4163 -1.4098 0.7005
O4 4.7248 -1.3490 0.1399
O5 3.1197 -0.5417 1.8129
O6 2.3538 -1.3916 -0.3302

electronic energy	-4831.838432	Eh
frontier orbital gap (spin up / spin down)	0.24379 / 0.24266	Eh
charge	+1
LUMO (spin up / spin down)	-3.67 / -3.70	eV
⟨S²⟩	3.756
E_HOMO (spin up / spin down)	-10.30 / -10.30	eV
spin multiplicity	4
strongest force on any atom	0.81	eV/A

=====

(4)
2 unconnected molecules or ions with the total composition C5H12N2O in a non-equilibrium geometry. Source: OMol25; level of theory: the ωB97M-V functional and the def2-TZVPD basis.

Geometry (Å):
C1 -0.7495 2.4809 -0.2288
C2 -0.2873 1.0715 -0.3741
O1 -1.2502 0.0714 -0.1962
C3 -0.9674 -0.1124 -1.5187
C4 -0.4698 -1.4493 -1.9468
H1 0.0716 3.1803 -0.4043
H2 -1.5616 2.7201 -0.9306
H3 -1.1526 2.6478 0.7776
H4 0.7632 0.8126 -0.4638
H5 -1.4300 0.5445 -2.2487
H6 0.3241 -1.8228 -1.2954
H7 -1.2781 -2.1816 -1.8944
H8 -0.0925 -1.4037 -2.9627
H9 -0.1647 -1.7465 1.0459
N1 0.6861 -2.2128 1.3617
C5 1.4790 -1.4159 1.9462
N2 1.2512 -0.1141 2.3074
H10 2.4396 -1.8050 2.2812
H11 0.4329 0.3473 1.9244
H12 1.9560 0.3878 2.8203

electronic energy	-382.362336	Eh
energy relative to the best compared isomer or geometry (same formula, charge and spin)	88.0	kcal per mole
frontier orbital gap	0.34726	Eh
charge	0
LUMO	0.97	eV
E_HOMO	-8.48	eV
strongest force on any atom	3.50	eV/A

=====

(5)
2 unconnected molecules or ions with the total composition C2H6N3O2 in a non-equilibrium geometry. Source: OMol25; level of theory: the ωB97M-V functional and the def2-TZVPD basis.

Geometry (Å):
C1 -1.1349 -1.1518 0.2347
C2 0.7372 0.0692 -0.8323
N1 0.2646 0.1264 -2.0316
N2 1.3635 0.6745 0.1245
N3 -1.6015 -0.5166 1.2062
O1 2.2906 1.4303 -0.2409
O2 1.1094 0.5651 1.4071
H1 -1.6218 -2.0403 0.1161
H2 0.5452 -0.5481 -2.7046
H3 0.1865 1.1157 -2.4342
H4 1.8153 0.6226 2.0525
H5 -2.5880 -0.8142 1.6420
H6 -1.3662 0.4673 1.4606

electronic energy	-393.936924	Eh
energy relative to the best compared isomer or geometry (same formula, charge and spin)	98.0	kcal per mole
frontier orbital gap (spin up / spin down)	0.29023 / 0.23583	Eh
charge	+1
LUMO (spin up / spin down)	-3.77 / -6.69	eV
⟨S²⟩	2.014
E_HOMO (spin up / spin down)	-11.67 / -13.11	eV
spin multiplicity	3
strongest force on any atom	6.30	eV/A